# C13H34N3O5PS

3 unconnected molecules or ions with the total composition C13H34N3O5PS at a distorted geometry (the ωB97M-V functional and the def2-TZVPD basis, the Open Molecules 2025 dataset).

Its gap between HOMO and LUMO is 9.466 eV. As for the multiplicity: 1. As for the SMILES: CP(O)NC(=O)OCCCS.COC[C@@H](C)N.COC[C@@H](C)N.

Cartesian coordinates (Å):
1 C 3.65934 -0.05156 -0.44482
2 P 3.57687 -1.83842 -0.02648
3 O 2.58191 -1.88408 1.32507
4 N 2.68221 -2.55592 -1.32411
5 C 1.43030 -1.94524 -1.65431
6 O 1.34779 -1.11955 -2.47961
7 O 0.40408 -2.48633 -1.00017
8 C -0.76851 -1.67788 -0.84494
9 C -0.82091 -0.92277 0.46591
10 C -0.41376 0.53703 0.34764
11 S -1.55330 1.47904 -0.70686
12 H 4.64709 0.18779 -0.78233
13 H 3.47982 0.49937 0.46957
14 H 2.90605 0.25657 -1.15715
15 H 2.13044 -1.02918 1.32555
16 H 2.49485 -3.53358 -1.11716
17 H -0.95318 -1.01847 -1.67738
18 H -1.59324 -2.36692 -0.82175
19 H -0.30000 -1.44312 1.25721
20 H -1.86255 -0.91556 0.75283
21 H 0.55602 0.60672 -0.11902
22 H -0.34657 0.98797 1.32080
23 H -0.80703 1.68472 -1.80372
24 C 0.49728 4.59474 -5.11715
25 O 0.04657 4.29786 -3.80842
26 C -0.89179 5.20874 -3.26735
27 C -2.33395 5.04055 -3.76995
28 C -2.57341 5.55332 -5.18667
29 N -2.77425 3.64501 -3.68773
30 H 0.59657 5.67240 -5.27445
31 H -0.16685 4.16540 -5.86988
32 H 1.47670 4.13314 -5.24056
33 H -0.88956 5.01233 -2.19199
34 H -0.54192 6.24152 -3.40183
35 H -2.96715 5.63124 -3.10147
36 H -2.21818 4.85637 -5.94429
37 H -3.64122 5.68707 -5.35874
38 H -2.08507 6.51648 -5.34811
39 H -2.72622 3.34849 -2.71675
40 H -2.07154 3.07771 -4.15591
41 C -1.71569 -2.88770 5.37917
42 O -0.52889 -2.27169 4.91600
43 C 0.67637 -2.88078 5.34277
44 C 1.07480 -4.15489 4.58173
45 C 0.25581 -5.38859 4.95080
46 N 1.01926 -3.96009 3.13087
47 H -1.60111 -3.26979 6.39741
48 H -2.02966 -3.69176 4.71042
49 H -2.50141 -2.13211 5.37770
50 H 1.45171 -2.13137 5.16484
51 H 0.64904 -3.05736 6.42701
52 H 2.11435 -4.36542 4.85010
53 H -0.72102 -5.39528 4.46930
54 H 0.77352 -6.29007 4.62365
55 H 0.10841 -5.46067 6.03066
56 H 1.65999 -3.21389 2.87202
57 H 0.10077 -3.58156 2.91207

# C13H35BN3O3P2S

2 unconnected molecules or ions with the total composition C13H35BN3O3P2S at a distorted geometry (the ωB97M-V functional and the def2-TZVPD basis, the Open Molecules 2025 dataset).

Its gap between HOMO and LUMO is 5.697 eV. As for the multiplicity: 1. The total charge is -1.

Cartesian coordinates (Å):
1 C 0.75712 -0.24077 2.59339
2 C 1.26519 0.88617 3.51189
3 C 1.10810 2.30607 2.96619
4 C -0.25092 2.71343 2.35031
5 C -0.31340 4.26110 2.28714
6 C -1.48036 2.09107 3.00147
7 C -2.30608 1.08310 2.17071
8 O -3.25308 0.68451 3.14604
9 B -3.50211 1.95080 3.92515
10 P -5.39874 2.37759 3.60627
11 S -6.02331 4.20197 4.09054
12 O -2.53110 2.95045 3.39739
13 H 0.50683 0.09322 1.58872
14 H 1.41314 -1.11075 2.58112
15 H -0.18621 -0.60378 3.00928
16 H 0.75195 0.81591 4.47056
17 H 2.32197 0.69522 3.72077
18 H 1.29699 2.98608 3.80455
19 H 1.89314 2.52897 2.23666
20 H -0.23008 2.37654 1.30829
21 H 0.60476 4.67869 2.70423
22 H -0.35937 4.59172 1.24790
23 H -1.18058 4.66081 2.80556
24 H -1.27115 1.50083 3.91179
25 H -1.77343 0.28171 1.66612
26 H -2.86802 1.74487 1.49094
27 H -3.29951 1.86449 5.13082
28 H -6.14347 1.44190 4.35901
29 H -5.68181 2.05801 2.25631
30 O 0.44644 -0.84274 -1.02291
31 P 1.18667 -1.65347 -2.03620
32 N 1.69709 -0.44701 -3.13576
33 C 1.34965 -0.23746 -4.51950
34 C 2.44222 0.65823 -2.54974
35 N -0.11067 -2.66517 -2.55752
36 C -0.59103 -2.72805 -3.91902
37 C -1.23035 -2.78875 -1.62381
38 N 2.33428 -2.79756 -2.52927
39 C 3.53584 -2.52073 -3.29538
40 C 2.14872 -4.21599 -2.24159
41 H 2.24834 -0.00796 -5.10911
42 H 0.64478 0.59345 -4.64122
43 H 0.92550 -1.11668 -4.99298
44 H 3.43005 0.33328 -2.19277
45 H 1.91510 1.10343 -1.70221
46 H 2.61350 1.44752 -3.28058
47 H -1.07309 -1.79458 -4.23690
48 H -1.32752 -3.52954 -4.01614
49 H 0.21148 -2.98765 -4.61534
50 H -1.92136 -1.94107 -1.68881
51 H -0.87847 -2.85590 -0.59841
52 H -1.78459 -3.70645 -1.83994
53 H 3.33622 -2.60636 -4.36821
54 H 4.32680 -3.23247 -3.04575
55 H 3.94631 -1.53657 -3.08911
56 H 1.76259 -4.73990 -3.12100
57 H 1.45579 -4.37023 -1.42058
58 H 3.09329 -4.68353 -1.94935

# C13H36F2N4O8S2

5 unconnected molecules or ions with the total composition C13H36F2N4O8S2 at a distorted geometry (the ωB97M-V functional and the def2-TZVPD basis, the Open Molecules 2025 dataset).

Its gap between HOMO and LUMO is 3.656 eV. As for the multiplicity: 1. The total charge is -2.

Cartesian coordinates (Å):
1 N -3.93279 -10.95021 -6.37287
2 S -3.89555 -12.46073 -6.76501
3 O -3.80160 -13.38902 -5.67342
4 O -3.19448 -12.82405 -7.96003
5 F -5.42360 -12.55815 -7.24126
6 S -2.30342 -10.65793 -6.28556
7 O -1.61042 -10.33798 -7.48632
8 O -1.52732 -11.17378 -5.19938
9 F -2.62847 -9.17851 -5.71323
10 C -6.40867 -9.94253 -9.87012
11 O -5.87066 -8.77013 -9.44188
12 H -6.28610 -10.72136 -9.09499
13 H -7.46791 -9.86626 -10.26582
14 H -5.84825 -10.26437 -10.80294
15 C -10.60916 -6.74553 -7.34927
16 C -9.84351 -7.95288 -6.79825
17 C -9.32238 -8.79998 -7.94750
18 O -8.67111 -9.97427 -7.60028
19 C -9.44451 -10.98639 -7.05890
20 N -8.71808 -7.51476 -5.94270
21 H -10.07993 -6.21123 -8.13998
22 H -10.86787 -6.05633 -6.54205
23 H -11.56826 -7.09004 -7.75638
24 H -10.52828 -8.50664 -6.14758
25 H -8.58162 -8.20006 -8.49380
26 H -10.11647 -8.99280 -8.69221
27 H -8.82390 -11.88254 -7.00236
28 H -10.26525 -11.33223 -7.71732
29 H -9.85979 -10.73644 -6.07449
30 H -9.04424 -7.21225 -5.02742
31 H -8.42057 -6.61813 -6.32632
32 C -10.21747 -7.60169 -12.85351
33 C -8.74355 -7.71799 -12.47078
34 C -7.92437 -8.56790 -13.43626
35 O -6.56972 -8.38779 -13.21814
36 C -5.80983 -9.05333 -14.18367
37 N -8.12145 -6.42908 -12.13110
38 H -10.53749 -8.50465 -13.39808
39 H -10.56031 -6.75268 -13.45018
40 H -10.86056 -7.64156 -11.96855
41 H -8.75257 -8.28715 -11.53566
42 H -8.17242 -8.30950 -14.48638
43 H -8.27491 -9.60012 -13.27470
44 H -5.99865 -10.13437 -14.09409
45 H -4.74627 -8.89093 -14.02550
46 H -6.06813 -8.76042 -15.21528
47 H -8.75833 -5.98671 -11.46600
48 H -8.28803 -5.78199 -12.90867
49 C -0.55096 -6.32883 -13.81508
50 C -1.87436 -6.79119 -13.16657
51 C -1.70446 -7.65713 -11.92109
52 O -2.91726 -8.24823 -11.60003
53 C -2.70017 -9.37279 -10.74219
54 N -2.62864 -5.58370 -12.76533
55 H -0.11689 -7.32169 -14.04512
56 H 0.13882 -5.93496 -13.07224
57 H -0.71420 -5.83278 -14.76457
58 H -2.43573 -7.44506 -13.83623
59 H -1.32766 -7.07698 -11.05945
60 H -0.88762 -8.36686 -12.15008
61 H -2.34945 -9.01932 -9.77115
62 H -1.93550 -10.07220 -11.11581
63 H -3.63084 -9.92757 -10.67424
64 H -2.07264 -5.04681 -12.11001
65 H -2.80626 -4.97187 -13.55391

# C13H36O19V2

A molecular structure, C13H36O19V2 at a distorted geometry (the ωB97M-V functional and the def2-TZVPD basis, the Open Molecules 2025 dataset).

Its gap between HOMO and LUMO is 6.838 eV. As for the multiplicity: 1.

Cartesian coordinates (Å):
1 O -2.88791 -2.42035 -3.68502
2 V -1.51478 -1.58007 -3.44151
3 O -0.24311 -2.44734 -3.75227
4 O -1.73072 -1.24922 2.61176
5 V -1.93352 -1.65500 1.11993
6 O -3.28639 -2.61292 0.93398
7 C -0.73146 -0.64541 -1.02096
8 O -0.29014 -0.19841 -2.07988
9 O -1.55281 -1.53665 -1.10178
10 O -0.62972 -0.18887 0.08897
11 C -0.64958 3.06259 0.75944
12 C -1.01123 4.54143 0.96074
13 O -2.44879 4.88373 0.97519
14 O -0.63859 2.25089 1.97965
15 H 0.39357 2.91025 0.48243
16 H -1.23423 2.66437 -0.06984
17 H -0.67861 5.20034 0.15869
18 H -0.47972 4.84549 1.86249
19 H -2.56109 5.45778 0.21396
20 H -0.68052 1.32413 1.73276
21 C 3.48145 -2.30893 -2.14673
22 C 3.53247 -0.86799 -2.76795
23 O 2.25585 -0.30395 -3.19752
24 O 2.69594 -2.30519 -1.00658
25 H 4.41145 -2.43253 -1.59181
26 H 3.24076 -3.12540 -2.82756
27 H 4.27708 -0.81063 -3.56190
28 H 3.74048 -0.05701 -2.07000
29 H 1.84776 -0.14356 -2.34351
30 H 1.74941 -2.41405 -1.12417
31 C 0.36365 -3.87377 0.83032
32 C -0.46002 -4.97714 1.51010
33 O -1.68094 -5.17981 0.68958
34 O 0.08648 -2.66148 1.39729
35 H 0.39683 -3.99763 -0.25213
36 H 1.43082 -3.91770 1.04784
37 H -0.64619 -4.82903 2.57382
38 H 0.14485 -5.87723 1.40028
39 H -2.21017 -5.92130 0.99242
40 H 0.80918 -2.03594 1.30789
41 C 2.84710 0.41663 1.29044
42 C 4.08490 -0.51288 1.56900
43 O 5.28710 0.27754 1.84579
44 O 1.73825 -0.37679 1.34891
45 H 2.84623 0.77484 0.26097
46 H 2.72185 1.23273 2.00206
47 H 4.23696 -1.18977 0.72829
48 H 3.80069 -1.06544 2.46454
49 H 5.17234 1.22936 1.89550
50 H 1.02763 0.02338 0.84245
51 C 1.01343 3.28436 -2.44073
52 C -0.28613 3.02741 -3.37860
53 O -1.42693 2.45639 -2.62100
54 O 1.39143 2.02698 -1.90882
55 H 0.74606 3.95869 -1.62717
56 H 1.67135 3.89868 -3.05543
57 H -0.00204 2.23267 -4.06837
58 H -0.53388 3.95831 -3.88863
59 H -1.16895 1.53817 -2.51177
60 H 0.74004 1.34864 -2.10160
61 C -3.98932 1.12681 3.35312
62 C -4.49928 0.45960 2.00580
63 O -3.40650 0.31065 1.06680
64 O -3.56520 0.27937 4.43139
65 H -4.83726 1.73241 3.67304
66 H -3.27203 1.88564 3.04044
67 H -5.24407 1.09510 1.52669
68 H -5.08752 -0.39589 2.33780
69 H -3.79147 0.69328 0.27497
70 H -2.89258 -0.29337 4.05569